Entry from OMol25: a 14-piece molecular cluster, C61H159N9O19 overall in a non-equilibrium geometry (ωB97M-V/def2-TZVPD).

```
248
Properties=species:S:1:pos:R:3:forces:R:3
C -3.494 -1.539 0.882 0.174 -0.283 -0.642
O -3.797 -0.223 1.310 0.131 -0.573 0.978
C -4.551 0.467 0.351 0.752 1.148 -1.090
C -5.049 1.818 0.894 -1.549 -0.796 0.072
N -6.067 2.475 -0.010 1.102 1.095 1.580
C -6.528 3.794 0.563 0.116 -0.023 -0.877
C -7.643 4.396 -0.305 1.178 -0.532 0.476
O -8.865 3.882 0.187 -1.231 1.004 -1.299
C -9.926 4.397 -0.650 -0.212 -0.227 0.034
H -3.109 -1.520 -0.137 0.265 0.097 -0.171
H -4.362 -2.197 0.838 -0.360 0.103 0.265
H -2.743 -2.022 1.508 -0.169 0.402 0.206
H -5.295 -0.195 -0.092 -0.557 0.180 0.211
H -3.845 0.703 -0.445 -0.063 -0.022 -0.610
H -4.199 2.458 1.130 -0.048 0.224 -0.493
H -5.513 1.604 1.857 -0.104 0.020 0.387
H -6.893 1.896 -0.058 -0.054 -0.305 0.048
H -5.708 4.496 0.710 0.489 -0.129 -0.941
H -6.912 3.862 1.581 -0.439 -1.129 0.393
H -7.529 4.134 -1.357 0.181 -0.237 -0.141
H -7.543 5.481 -0.268 -0.535 0.316 0.283
H -9.803 4.216 -1.718 0.588 -0.513 -0.129
H -10.035 5.481 -0.622 0.194 0.209 0.615
H -10.890 3.949 -0.411 0.253 -0.097 0.502
C 0.925 -6.965 3.558 -0.364 0.756 -0.393
O 0.226 -6.474 2.392 0.097 -0.053 1.263
C -0.215 -5.080 2.448 1.211 -1.671 -1.319
C -0.968 -4.851 1.116 0.500 1.256 1.223
N -2.313 -5.398 1.121 0.649 0.678 -0.336
C -2.267 -6.777 0.744 -1.417 -1.768 0.675
C -3.657 -7.374 0.577 -0.948 -0.866 1.124
O -4.211 -7.786 1.917 0.509 0.940 -1.179
C -5.405 -8.527 1.890 -0.468 -0.538 -0.658
H 0.305 -7.022 4.453 -0.570 -0.227 -0.102
H 1.728 -6.304 3.884 0.368 0.254 -0.427
H 1.344 -7.946 3.336 -0.180 0.111 -0.151
H 0.711 -4.507 2.465 -0.127 0.536 0.153
H -0.815 -4.880 3.336 -0.206 0.007 0.123
H -0.347 -5.216 0.298 -0.166 0.117 -0.064
H -1.100 -3.771 1.046 0.415 0.138 -0.373
H -2.492 -5.338 2.114 -1.063 -0.349 0.105
H -1.757 -7.326 1.535 0.135 -0.553 -0.283
H -1.767 -6.995 -0.200 0.293 0.662 -0.020
H -3.638 -8.227 -0.101 0.258 -0.587 0.336
H -4.336 -6.704 0.049 -0.175 0.522 0.469
H -6.221 -8.121 1.291 0.207 0.532 -0.533
H -5.913 -8.659 2.846 0.820 0.363 0.555
H -5.236 -9.536 1.516 0.169 -0.225 -0.171
C -0.937 1.855 5.592 -0.239 0.441 0.730
O 0.247 1.090 5.689 0.994 1.535 -0.225
C 1.258 1.650 6.555 1.557 -2.284 0.481
C 2.634 0.831 6.445 -1.632 0.137 -0.003
N 2.690 -0.476 7.116 1.123 -0.191 0.391
C 4.042 -1.087 7.063 -0.134 0.644 0.343
C 4.010 -2.587 7.295 0.423 0.872 -0.209
O 3.532 -3.159 6.083 -1.047 -1.145 1.170
C 3.329 -4.593 6.112 1.490 0.497 -1.184
H -0.813 2.820 5.101 0.377 0.008 -0.290
H -1.253 2.088 6.609 -0.402 -0.041 0.148
H -1.726 1.306 5.078 0.199 -0.256 0.022
H 0.969 1.525 7.599 -0.424 -0.007 0.129
H 1.554 2.695 6.464 -0.658 0.205 -0.946
H 3.314 1.542 6.914 0.446 -0.351 0.119
H 2.921 0.729 5.398 0.058 0.274 -0.341
H 2.105 -1.198 6.719 -0.712 0.561 -0.485
H 4.663 -0.602 7.815 0.161 -0.068 0.161
H 4.553 -0.942 6.111 -0.020 0.215 -0.415
H 3.471 -2.749 8.228 -0.740 -0.590 -0.225
H 5.022 -2.949 7.477 0.271 -0.029 -0.007
H 2.372 -5.031 6.398 -0.295 0.756 0.187
H 4.122 -5.112 6.649 0.069 0.217 0.547
H 3.567 -4.846 5.079 -0.526 -0.351 -0.156
C -2.554 -1.111 -3.525 -0.361 0.349 0.636
O -3.015 0.251 -3.491 -0.698 -0.849 0.199
C -2.431 1.047 -4.469 -0.621 1.735 -0.728
C -3.187 2.428 -4.693 0.214 -0.962 1.209
N -3.188 3.363 -3.565 -0.560 0.080 -0.877
C -1.939 3.881 -3.086 0.834 -0.167 -0.561
C -1.224 4.876 -4.071 -1.297 -1.105 0.796
O 0.090 5.061 -3.638 0.062 -0.045 0.382
C 0.638 6.204 -4.191 0.851 1.765 0.469
H -3.321 -1.730 -3.059 -0.073 0.137 0.119
H -1.646 -1.210 -2.930 0.273 -0.046 -0.075
H -2.390 -1.527 -4.519 0.028 0.452 -0.204
H -2.515 0.569 -5.445 0.428 -0.262 -0.092
H -1.396 1.229 -4.180 0.349 0.038 -0.479
H -4.241 2.237 -4.894 -0.024 -0.324 -0.054
H -2.813 2.894 -5.605 0.341 0.061 0.094
H -3.739 2.973 -2.813 0.019 0.047 0.051
H -1.234 3.078 -2.875 0.469 -0.155 0.040
H -2.161 4.340 -2.123 0.276 0.426 -0.079
H -1.841 5.775 -4.067 0.263 0.452 -0.072
H -1.146 4.513 -5.096 -0.537 -0.285 -0.186
H 1.671 6.333 -3.867 0.233 -0.630 -0.249
H 0.207 7.115 -3.777 -0.660 0.134 0.199
H 0.559 6.347 -5.269 0.001 -0.691 -0.302
C 2.164 -1.961 2.992 -0.201 0.543 -0.646
O 1.152 -1.959 1.960 0.975 -0.351 1.135
C -0.093 -1.396 2.383 1.013 -0.189 -0.205
C -0.015 0.120 2.446 -0.667 0.084 -0.668
N 0.451 0.743 1.205 0.170 0.373 0.534
C -0.462 0.589 0.089 0.452 0.592 -0.185
C 0.115 1.080 -1.236 0.381 -0.594 0.592
O 1.185 0.174 -1.671 -1.680 0.858 0.107
C 1.568 0.554 -2.973 0.435 0.300 -0.096
H 3.146 -2.087 2.534 -0.121 -0.110 -0.310
H 2.058 -2.738 3.749 -0.446 0.019 0.030
H 2.174 -0.973 3.451 0.038 -0.038 0.401
H -0.350 -1.792 3.366 -0.364 -0.190 0.034
H -0.755 -1.732 1.586 -0.315 0.154 0.351
H 0.451 0.476 3.364 0.691 0.055 -0.328
H -1.041 0.458 2.592 -0.382 0.097 -0.076
H 1.410 0.558 0.947 -0.020 -0.445 0.151
H -1.327 1.203 0.339 -0.339 0.043 -0.236
H -0.824 -0.425 -0.082 -0.033 -0.310 0.056
H 0.485 2.104 -1.190 0.415 0.126 0.312
H -0.717 1.151 -1.936 0.028 -0.595 -0.465
H 0.717 0.718 -3.634 -0.240 0.204 0.076
H 2.158 -0.203 -3.489 0.184 -0.237 0.484
H 2.161 1.458 -2.830 0.088 0.259 -0.674
C 0.035 -2.527 -5.569 1.255 -0.504 -0.150
C 0.659 -1.495 -6.499 -0.664 0.059 0.674
C 0.854 -1.907 -7.933 0.393 -2.322 -0.692
O -0.287 -2.584 -8.495 -0.685 1.054 0.730
C -0.089 -3.167 -9.758 0.050 0.093 0.183
N -0.110 -0.303 -6.398 -0.962 1.809 -0.171
H 0.139 -2.265 -4.516 -0.342 0.591 -0.160
H 0.743 -3.353 -5.632 -0.600 -0.819 -0.167
H -1.000 -2.777 -5.802 0.234 -0.225 -0.174
H 1.618 -1.235 -6.049 0.464 -0.245 -0.415
H 1.644 -2.658 -7.962 0.568 0.068 0.013
H 1.163 -1.086 -8.580 -0.043 0.325 0.041
H 0.552 -2.543 -10.381 0.303 -0.114 -0.090
H -1.036 -3.263 -10.289 -0.188 0.119 0.267
H 0.304 -4.175 -9.626 0.397 -0.064 -0.227
H -1.044 -0.429 -6.761 -0.392 -0.481 0.108
H 0.255 0.365 -7.063 0.308 0.418 0.022
C 1.863 3.872 2.938 -1.182 -0.470 -0.447
C 3.270 3.421 3.212 0.222 0.526 0.649
C 3.607 1.986 2.849 0.032 0.396 0.983
O 4.814 1.691 3.531 0.487 -0.555 -0.353
C 5.398 0.407 3.219 0.323 1.534 0.556
N 4.198 4.337 2.560 0.006 0.075 -0.546
H 1.558 3.658 1.914 0.312 0.497 -0.413
H 1.702 4.915 3.209 0.222 0.149 -0.332
H 1.052 3.347 3.443 0.404 -0.452 0.701
H 3.478 3.597 4.267 -0.351 -0.883 0.553
H 3.740 1.860 1.775 -0.243 -0.068 -0.222
H 2.805 1.379 3.270 -0.238 -0.450 -0.373
H 6.363 0.436 3.726 -0.138 -0.280 0.336
H 5.684 0.347 2.169 -0.635 -0.300 -0.289
H 4.769 -0.390 3.617 0.054 -0.227 -0.367
H 5.128 4.010 2.778 0.328 0.043 -0.091
H 4.088 5.229 3.022 0.163 0.314 -0.135
C 5.425 3.186 -5.653 -0.445 1.214 0.238
C 4.029 2.687 -5.956 -0.423 0.583 0.195
C 3.032 3.767 -6.524 1.096 -0.421 1.253
O 1.745 3.264 -6.876 0.788 0.373 -0.200
C 1.042 2.577 -5.846 0.511 0.358 0.448
N 4.178 1.583 -6.858 -0.879 -0.683 -0.788
H 5.379 4.165 -5.175 -0.009 0.206 0.001
H 5.940 3.318 -6.604 0.440 -0.145 0.165
H 5.951 2.563 -4.929 0.083 -0.286 -0.464
H 3.616 2.306 -5.022 -0.200 -0.107 0.090
H 3.551 4.262 -7.345 -0.559 -0.315 -0.716
H 2.989 4.562 -5.779 -0.522 0.079 0.432
H 1.537 1.643 -5.583 -0.334 -0.418 -0.442
H 0.008 2.473 -6.177 0.241 -0.359 -0.096
H 1.016 3.095 -4.888 0.055 0.686 0.003
H 3.252 1.417 -7.227 -0.550 -0.448 -0.100
H 4.655 1.850 -7.707 0.589 0.292 -0.038
C 1.814 -3.494 -2.735 0.895 -0.696 0.331
C 1.872 -3.239 -1.210 0.016 -0.879 -1.513
C 3.223 -2.669 -0.781 -0.353 0.079 -0.359
O 4.307 -3.516 -1.129 -0.515 -0.503 -0.141
C 5.564 -2.961 -0.801 -0.862 -0.279 0.052
N 0.692 -2.494 -0.816 0.270 0.043 0.609
H 0.892 -3.991 -3.039 -0.076 0.216 0.133
H 2.641 -4.137 -3.035 0.040 -0.366 0.183
H 2.007 -2.630 -3.370 -0.407 0.551 0.347
H 1.814 -4.184 -0.670 -0.125 -0.446 -0.275
H 3.162 -2.572 0.303 0.279 0.453 0.209
H 3.324 -1.711 -1.291 0.265 0.514 0.222
H 6.313 -3.749 -0.878 -0.015 0.127 -0.190
H 5.515 -2.629 0.236 0.346 0.355 0.140
H 5.750 -2.138 -1.492 0.451 0.229 0.150
H 0.795 -2.408 0.185 -0.355 -0.013 0.321
H 0.752 -1.534 -1.124 0.168 0.034 -0.485
C -6.100 -1.227 3.733 -0.493 0.454 0.643
C -4.766 -1.228 4.501 1.148 0.429 -0.755
C -3.852 -2.462 4.346 -0.776 0.276 -0.532
O -4.071 -0.071 4.060 0.691 0.924 0.283
H -6.656 -0.370 4.113 -0.354 -0.178 0.389
H -6.729 -2.116 3.760 0.176 -0.100 0.329
H -6.031 -0.921 2.689 0.811 -0.439 -0.208
H -4.787 -0.945 5.553 -1.028 -0.713 0.253
H -3.967 -2.850 3.334 -0.136 -0.325 -0.008
H -4.119 -3.227 5.075 0.185 -0.126 -0.092
H -2.804 -2.172 4.413 -0.058 0.046 0.452
H -3.914 -0.082 3.113 -0.123 -0.209 -0.557
C 1.882 5.414 -0.729 -0.647 0.210 0.611
C 2.833 4.256 -0.839 1.027 0.187 -1.893
C 3.190 4.016 -2.333 -0.952 -0.112 -0.275
O 4.071 4.544 -0.240 0.123 0.137 -0.232
H 2.333 6.356 -1.041 0.085 -0.031 0.032
H 1.604 5.454 0.324 -0.003 0.529 0.163
H 0.945 5.266 -1.264 0.080 -0.147 -0.263
H 2.389 3.438 -0.272 -0.178 -0.711 -0.607
H 3.822 3.168 -2.598 0.090 -0.151 0.553
H 3.667 4.891 -2.774 0.350 0.284 0.541
H 2.299 3.949 -2.957 -0.389 -0.337 0.155
H 3.912 4.478 0.704 0.585 0.156 0.994
C -0.858 -3.205 6.477 -1.392 0.497 0.667
C -0.754 -1.651 6.571 0.734 -1.764 1.102
C -0.506 -1.135 7.999 -0.873 0.539 -0.064
O 0.378 -1.430 5.810 1.231 -0.343 -1.464
H -0.175 -3.740 7.136 0.609 0.370 -0.257
H -0.755 -3.508 5.435 0.179 -0.040 0.109
H -1.818 -3.575 6.837 -0.379 0.142 -0.136
H -1.596 -1.126 6.119 -0.429 -0.235 0.090
H 0.494 -1.286 8.405 -0.064 -0.636 -0.249
H -1.285 -1.490 8.673 0.104 -0.190 0.183
H -0.600 -0.049 8.003 -0.148 0.177 -0.106
H 0.378 -0.519 5.505 0.037 0.460 0.103
C 5.197 -0.802 -4.725 0.494 -0.297 1.420
C 5.119 -1.739 -5.923 -1.952 0.482 0.720
C 4.509 -3.099 -5.519 1.257 -0.361 0.345
O 4.176 -1.162 -6.824 -0.042 -0.761 -0.481
H 5.552 0.205 -4.941 -0.226 -0.049 -0.299
H 5.838 -1.161 -3.920 0.688 -0.357 -0.273
H 4.279 -0.767 -4.138 -0.615 0.250 -0.598
H 6.097 -1.754 -6.405 0.122 -0.652 0.012
H 4.704 -3.869 -6.265 -0.073 0.043 -0.087
H 3.450 -3.130 -5.263 -0.124 0.749 -0.485
H 4.957 -3.434 -4.584 0.420 -0.167 0.019
H 4.219 -0.213 -6.691 0.158 0.707 -0.153
C -3.008 5.811 1.107 -0.573 -0.953 -0.248
C -3.111 4.947 2.364 2.169 0.230 -0.057
C -2.043 3.813 2.409 -0.788 -0.835 -0.839
O -2.832 5.860 3.422 -0.417 -0.176 0.883
H -2.000 5.869 0.697 0.187 0.132 0.432
H -3.395 6.800 1.351 -0.005 -0.072 -0.300
H -3.581 5.330 0.314 -0.263 0.231 -0.192
H -4.100 4.549 2.595 -0.184 -0.197 -0.764
H -2.352 2.950 2.998 -0.061 0.253 0.706
H -1.021 4.092 2.668 -0.299 0.528 0.214
H -1.946 3.309 1.447 -0.027 0.287 -0.551
H -3.383 5.498 4.120 0.307 0.501 0.665
```
Forces are in eV/Å.

The charge is 0. The calculation puts the LUMO energy at 0.56 eV. For the largest force on an atom, the calculation gives 2.81 eV/A. For the energy above the lowest of the compared OMol25 structures with the same formula, charge and spin, the calculation gives 322.6 kJ/mol. As for the HOMO energy: -8.50 eV.

Entry from OMol25: a 2-piece molecular cluster, C4H14N3O overall in a non-equilibrium geometry (ωB97M-V/def2-TZVPD).

```
22
Properties=species:S:1:pos:R:3:forces:R:3
C -1.718 -0.681 1.119 -1.818 -1.926 0.528
C -0.285 -0.229 1.610 -1.473 -0.056 0.136
C 0.713 0.263 0.494 -3.884 -2.107 3.026
C 1.952 0.272 0.825 3.089 -0.132 0.037
N 2.991 0.811 0.034 0.289 -0.798 0.100
N 0.018 0.864 -0.583 -1.322 1.447 -1.626
N -1.625 -1.617 -0.071 -3.093 0.467 5.784
H -2.506 0.123 0.844 1.525 -0.970 0.638
H -2.247 -1.366 1.978 1.360 2.115 -1.822
H 0.046 -1.100 2.276 0.250 1.490 -1.134
H -0.476 0.663 2.243 0.289 -0.609 0.134
H 2.228 -0.420 1.676 -0.236 1.208 -0.835
H 3.387 1.742 0.094 -1.045 0.347 0.363
H 3.753 0.242 0.314 1.279 -0.506 -0.375
H -0.264 1.898 -0.217 1.002 -2.499 -2.227
H -0.903 0.347 -0.744 1.270 0.804 0.783
H 0.403 0.594 -1.609 -0.582 2.022 2.549
H -1.709 -1.127 -0.841 -0.546 2.225 -5.220
H -0.800 -2.045 0.035 3.710 -2.374 -0.227
H -1.667 0.846 -3.117 2.368 -2.177 -0.405
H -0.281 -0.166 -3.485 -1.413 0.844 -0.315
O -1.010 0.086 -2.876 -1.019 1.185 0.109
```
Forces are in eV/Å.

The charge is +1. The calculation puts the LUMO energy at -3.68 eV. For the largest force on an atom, the calculation gives 6.58 eV/A. For the energy above the lowest of the compared OMol25 structures with the same formula, charge and spin, the calculation gives 489.5 kJ/mol. As for the HOMO energy: -12.94 eV.

Question: Which value of energy above the lowest of the compared OMol25 structures with the same formula, charge and spin does entry 2 give?
Answer: 489.5 kJ/mol